2 unconnected molecules or ions with the total composition C2H3Cl2N in a non-equilibrium geometry, computed with ωB97M-V with the def2-TZVPD basis set.

Geometry as XYZ:
```
8
Properties=species:S:1:pos:R:3:nbo_charge:R:1
C 0.65 -2.19 -0.12 -0.172
C 1.20 -0.89 -0.44 0.051
N 0.75 -0.95 0.75 -0.268
Cl 1.54 -3.69 0.09 -0.026
Cl -0.18 3.80 -1.09 -0.293
H -0.41 -2.34 -0.37 0.197
H 1.54 -0.14 -1.11 0.218
H 1.12 4.26 -1.18 0.293
```

Net charge: 0
Strongest force on any atom: 0.0504 Eh/bohr
Energy above the lowest of the compared OMol25 structures with the same formula, charge and spin: 39.12 kcal per mole
Lowest unoccupied orbital energy: 0.49 eV